68
Properties=species:S:1:pos:R:3 method="wB97M-V/def2-TZVPD" multiplicity=4 lumo_energy_ha="0.0837 / 0.0603" charge=-1 homo_energy_ev="-4.11 / -5.45" s2=3.79 total_energy_ha=-3257.8780 homo_lumo_gap_ev="6.4 / 7.1"
V -1.092 -0.975 -0.143
P -0.174 0.851 -1.036
Si 0.634 -3.636 0.788
O -4.168 -0.849 1.983
O -1.819 0.845 6.451
O -2.192 -2.834 -1.564
O 0.369 1.309 6.236
O 0.266 -2.278 0.067
O -2.816 -0.447 0.259
N -1.530 -1.628 -1.789
N -0.739 -0.276 1.670
C -0.439 0.967 -2.820
C -0.773 0.472 4.351
C 2.373 -0.151 -0.627
C -0.174 3.087 0.671
C -1.356 -1.368 -3.057
C 2.345 2.199 -1.131
C -0.167 2.280 -4.838
C -0.783 -0.030 -4.997
C -0.696 4.275 1.155
C -2.472 4.163 -0.459
C -0.832 -4.882 0.757
C 0.389 0.048 2.295
C -0.444 1.150 -5.609
C -0.743 0.932 5.864
C -1.959 2.973 -0.943
C -1.878 -0.249 2.369
C 1.656 1.008 -0.920
C -0.837 -0.159 -3.590
C -1.943 0.089 3.713
C -0.146 2.166 -3.463
C 3.751 -0.109 -0.504
C 1.167 -3.407 2.613
C 3.725 2.231 -1.018
C -1.832 4.824 0.580
C -0.784 2.447 -0.406
C 0.412 0.437 3.620
C 4.431 1.084 -0.696
C 2.075 -4.443 -0.185
C -3.081 -0.551 1.507
H -1.716 -4.500 1.267
H -2.887 0.067 4.235
H -1.119 -5.137 -0.261
H -2.226 5.760 0.949
H 4.251 3.161 -1.176
H -2.113 -2.994 -0.605
H 1.329 0.722 4.111
H -1.042 -0.893 -5.595
H 0.074 3.035 -2.860
H 2.939 -3.787 -0.208
H 5.506 1.121 -0.591
H 2.018 -2.737 2.691
H 2.389 -5.389 0.244
H 0.370 -2.987 3.222
H -2.457 2.443 -1.748
H -1.687 -2.119 -3.777
H -0.218 4.768 1.988
H 1.781 -4.627 -1.213
H 0.713 2.658 1.119
H 4.294 -1.009 -0.251
H 1.303 -0.007 1.712
H 1.454 -4.355 3.057
H 0.042 3.229 -5.309
H -0.423 1.216 -6.687
H 1.804 3.104 -1.365
H -0.553 -5.806 1.253
H -3.378 4.573 -0.886
H 1.828 -1.076 -0.472

***

66
Properties=species:S:1:pos:R:3 method="wB97M-V/def2-TZVPD" lumo_energy_ha=0.0093 smiles="COc1ccc(OC)c(NC(=O)c2cccc(S(=O)(=O)N(Cc3ccccc3)c3ccccc3OC)c2)c1" charge=0 homo_energy_ev=-7.80 total_energy_ha=-2081.0108 homo_lumo_gap_ev=8.1
S -2.482 -0.764 -1.268
O -2.965 1.774 1.211
O -3.657 -0.657 -2.078
O 7.054 1.524 1.160
O -1.568 -1.834 -1.534
O 3.260 -1.748 -1.177
O 2.441 2.886 0.064
N 2.591 0.718 -0.643
N -2.990 -0.865 0.326
C -6.589 -0.127 0.480
C 3.539 -3.092 -1.478
C -2.166 1.962 -1.671
C -1.019 -2.017 1.219
C 6.087 0.756 0.586
C 6.750 2.866 1.458
C -5.383 -0.781 0.296
C 3.893 0.344 -0.307
C 0.756 -4.145 0.990
C -4.183 -0.145 0.567
C -0.234 0.704 -0.959
C 4.806 1.205 0.280
C -1.970 -0.861 1.361
C 4.248 -0.986 -0.598
C -1.420 3.130 -1.606
C -4.186 1.188 1.013
C 5.526 -1.421 -0.289
C 1.946 1.893 -0.437
C -5.402 1.829 1.211
C -0.097 3.085 -1.201
C -6.593 1.174 0.945
C 6.436 -0.560 0.297
C 0.517 1.874 -0.890
C -0.603 -4.348 0.811
C 0.343 -1.821 1.404
C -1.557 0.769 -1.337
C -2.919 3.122 1.615
C 1.228 -2.881 1.295
C -1.487 -3.293 0.935
H -7.517 -0.632 0.261
H 2.087 -0.030 -1.100
H 0.490 3.989 -1.124
H -1.407 0.082 1.371
H -2.545 -3.444 0.792
H 6.492 3.429 0.556
H 2.283 -2.711 1.448
H 7.655 3.282 1.897
H 2.611 -3.499 -1.876
H -1.873 4.076 -1.863
H -3.405 3.776 0.885
H -5.348 -1.792 -0.075
H -3.378 3.263 2.598
H -1.860 3.372 1.671
H 4.491 2.213 0.485
H 0.162 -0.271 -0.720
H 7.431 -0.896 0.537
H -5.430 2.849 1.559
H -0.973 -5.334 0.575
H -7.526 1.696 1.098
H 5.829 -2.433 -0.503
H -3.201 1.955 -1.973
H 1.444 -4.972 0.893
H 5.929 2.942 2.177
H 0.718 -0.835 1.645
H -2.498 -0.944 2.319
H 4.330 -3.178 -2.231
H 3.825 -3.653 -0.584

***

66
Properties=species:S:1:pos:R:3 method="wB97M-V/def2-TZVPD" lumo_energy_ha=0.1634 charge=-2 homo_energy_ev=-1.10 total_energy_ha=-2008.1578 homo_lumo_gap_ev=5.5
Tl -1.730 -1.148 0.247
Si 1.848 -2.839 -0.937
O 0.915 3.944 -1.195
O -0.930 2.480 3.582
N -0.266 0.631 1.563
N -1.827 -3.043 -2.170
N -0.295 2.498 0.093
N -0.413 2.001 1.412
N 0.163 -2.679 -1.026
C -1.935 0.977 -1.018
C 2.905 -0.623 4.053
C 2.622 -1.158 -0.659
C 2.495 -4.004 0.411
C 0.544 4.551 1.060
C -3.182 3.302 -2.112
C 2.602 -3.509 -2.549
C -2.371 -5.171 -3.139
C 0.482 3.618 -0.107
C -3.720 2.042 -2.352
C 1.120 5.808 0.910
C 0.963 6.764 1.899
C 1.898 -1.491 3.625
C -2.630 -3.829 -2.881
C -0.633 2.842 2.452
C -3.101 0.928 -1.801
C -0.180 4.248 2.205
C -2.051 3.408 -1.319
C 0.223 6.464 3.041
C -0.647 -3.525 -1.669
C 0.858 -1.053 2.832
C 0.756 0.297 2.402
C -1.215 -5.717 -2.575
C -3.889 -3.185 -3.408
C -1.446 2.261 -0.793
C -0.333 5.206 3.199
C 1.764 1.172 2.887
C -0.372 -4.925 -1.839
C 2.811 0.710 3.669
H 3.592 -4.032 0.428
H -3.548 -0.051 -1.991
H 3.728 -0.978 4.661
H -4.623 1.937 -2.948
H 1.402 7.748 1.781
H 0.093 7.217 3.811
H -4.200 -3.651 -4.346
H 2.130 -0.413 -1.294
H 0.510 -5.340 -1.366
H 2.301 -4.545 -2.740
H -3.715 -2.122 -3.573
H 2.152 -3.665 1.394
H 1.931 -2.535 3.920
H 2.131 -5.027 0.263
H -3.640 4.195 -2.522
H -4.709 -3.287 -2.689
H -3.051 -5.766 -3.737
H 1.669 6.010 -0.001
H 3.694 -1.166 -0.893
H -0.992 -6.772 -2.707
H -1.643 4.393 -1.120
H 1.741 2.222 2.628
H 0.089 -1.748 2.513
H 3.573 1.414 3.991
H 2.263 -2.907 -3.400
H 3.697 -3.473 -2.520
H 2.503 -0.832 0.379
H -0.878 4.923 4.091

***

63
Properties=species:S:1:pos:R:3 method="wB97M-V/def2-TZVPD" lumo_energy_ha=-0.2890 charge=+2 homo_energy_ev=-14.46 total_energy_ha=-4136.4188 homo_lumo_gap_ev=6.6
W -0.712 0.519 0.396
Se -1.739 2.437 0.193
P 1.291 1.098 -0.896
O -3.165 -0.599 -0.747
O 0.247 0.269 2.209
N -1.791 -0.899 -0.588
C -0.105 -2.495 1.942
C 1.019 2.098 -2.368
C -3.235 -0.405 3.003
C -1.876 -0.713 2.620
C 2.798 1.680 -0.109
C 1.560 -3.259 -2.197
C 2.745 -1.291 -1.465
C 4.844 2.943 -0.244
C -2.518 -2.986 2.138
C 0.657 3.683 -4.610
C -3.851 -2.677 2.447
C 0.759 3.460 -2.220
C 4.378 1.607 1.703
C 0.925 2.331 -4.757
C 3.641 2.549 -0.807
C 2.753 -2.616 -1.871
C 0.579 4.250 -3.342
C -3.632 0.953 3.503
C 0.345 -2.593 -2.118
C -1.517 -2.053 2.210
C 5.212 2.476 1.010
C 1.527 -0.623 -1.387
C -0.896 0.279 2.821
C 3.174 1.208 1.149
C -4.183 -1.382 2.876
C 1.110 1.532 -3.636
C -4.904 -3.726 2.379
C 0.325 -1.265 -1.713
C -0.930 -0.457 -1.560
H 1.332 0.478 -3.757
H -4.689 0.963 3.754
H 3.664 -0.781 -1.204
H -3.461 1.724 2.750
H 4.666 1.241 2.679
H 0.995 1.895 -5.744
H -5.121 -4.074 3.395
H 0.723 3.910 -1.233
H -3.080 1.234 4.403
H 0.384 5.308 -3.230
H 0.587 -2.129 2.699
H -1.110 1.152 3.440
H 3.688 -3.154 -1.937
H 5.494 3.616 -0.787
H 3.365 2.919 -1.786
H 6.149 2.788 1.451
H 0.268 -2.155 0.970
H 1.582 -4.292 -2.518
H -3.467 -1.196 -1.449
H -2.269 -4.001 1.856
H -1.305 0.145 -2.387
H -5.835 -3.324 1.979
H -0.067 -3.582 1.926
H -5.212 -1.162 3.130
H 2.536 0.530 1.701
H -0.576 -3.101 -2.372
H 0.517 4.303 -5.485
H -4.591 -4.585 1.791

***

Q: Which of these has the lowest charge?
A: C29H28N5O2SiTl